1.
ORCA calculation (ωB97M-V/def2-TZVPD) on C16H24N2O2S in the gas phase.

* multiplicity: 1
* largest force on an atom: 0.0169 Eh/bohr
* SMILES string: COc1ccc([C@H](C)NC(=S)NC2CCCC2)cc1OC
* energy above the lowest of the compared OMol25 structures with the same formula, charge and spin: 51.7 kcal per mole
* gap between HOMO and LUMO: 8.5 eV
* HOMO energy: -0.2883 Ha

Each line ends with the Löwdin charge.
Atoms and positions in Å:
C  4.780  -3.414  1.535  -0.0824
O  3.505  -3.538  0.958  -0.1170
C  2.597  -2.524  1.138  -0.1909
C  2.888  -1.359  1.838  -0.0121
C  1.958  -0.345  1.986  -0.0260
C  0.694  -0.471  1.438  -0.1913
C  -0.334  0.621  1.591  -0.3635
C  -1.525  0.156  2.436  -0.0301
N  -0.781  1.061  0.284  0.0490
C  -1.007  2.346  -0.036  -0.8695
S  -0.870  3.583  1.060  0.6092
N  -1.347  2.647  -1.309  0.0150
C  -1.639  1.723  -2.384  -0.3288
C  -3.029  1.087  -2.227  -0.1482
C  -3.968  2.202  -2.681  -0.1863
C  -3.236  2.877  -3.850  -0.1768
C  -1.752  2.490  -3.706  -0.1365
C  0.393  -1.635  0.747  0.0398
C  1.311  -2.666  0.583  -0.1861
O  0.830  -3.717  -0.142  -0.0692
C  1.538  -4.934  -0.230  -0.0758
H  5.305  -4.333  1.276  0.0953
H  5.328  -2.559  1.127  0.0973
H  4.724  -3.326  2.625  0.0977
H  3.865  -1.227  2.274  0.1030
H  2.227  0.546  2.530  0.1163
H  0.118  1.493  2.076  0.0850
H  -1.180  -0.148  3.420  0.0848
H  -2.231  0.974  2.549  0.0721
H  -2.027  -0.686  1.966  0.0743
H  -0.892  0.346  -0.417  0.1189
H  -1.606  3.611  -1.448  0.1115
H  -0.839  0.975  -2.427  0.1418
H  -3.228  0.769  -1.205  0.1082
H  -3.110  0.223  -2.889  0.1185
H  -4.111  2.909  -1.862  0.1084
H  -4.946  1.824  -2.972  0.1058
H  -3.627  2.520  -4.802  0.1031
H  -3.373  3.958  -3.825  0.1033
H  -1.094  3.358  -3.709  0.1120
H  -1.447  1.841  -4.526  0.1116
H  -0.583  -1.792  0.312  0.1267
H  0.871  -5.610  -0.765  0.0930
H  2.469  -4.823  -0.790  0.0919
H  1.757  -5.345  0.757  0.0970

2.
ORCA calculation (ωB97M-V/def2-TZVPD) on a molecular structure, C16H24N2O3Ru at a distorted geometry.

* multiplicity: 2
* largest force on an atom: 0.0835 Eh/bohr
* total charge: +1
* energy above the lowest of the compared OMol25 structures with the same formula, charge and spin: 44.8 kcal per mole
* gap between HOMO and LUMO (spin up / spin down): 7.4 / 6.6 eV
* HOMO energy (spin up / spin down): -0.4313 / -0.4389 Ha

Each line ends with the Mulliken spin population.
Atoms and positions in Å:
Ru  -0.126  0.529  0.090  0.4456
C  -2.489  -0.415  -2.559  0.0005
C  -2.372  0.223  -1.209  -0.0663
C  -2.719  -0.476  -0.029  0.0320
C  -3.421  -1.801  -0.133  0.0002
C  -2.396  0.067  1.224  -0.0582
C  -2.593  -0.723  2.489  0.0132
C  -1.894  1.380  1.336  0.1494
C  -1.656  2.015  2.685  -0.0070
C  -1.731  2.161  0.157  -0.1714
C  -1.465  3.648  0.249  0.0083
C  -1.881  1.543  -1.125  0.0753
C  -1.655  2.377  -2.367  0.0103
H  -3.349  -0.013  -3.101  -0.0006
H  -2.594  -1.492  -2.493  -0.0011
H  -1.598  -0.219  -3.148  0.0013
H  -2.721  -2.643  -0.137  -0.0005
H  -4.002  -1.858  -1.049  -0.0002
H  -4.109  -1.944  0.696  0.0000
H  -3.387  -0.279  3.094  -0.0013
H  -1.685  -0.706  3.092  -0.0009
H  -2.848  -1.762  2.305  0.0003
H  -2.593  2.392  3.107  -0.0028
H  -0.966  2.850  2.611  0.0004
H  -1.244  1.305  3.398  0.0039
H  -0.409  3.879  0.384  -0.0033
H  -2.005  4.081  1.090  0.0001
H  -1.802  4.161  -0.647  0.0006
H  -2.512  3.030  -2.553  -0.0007
H  -1.519  1.767  -3.253  -0.0011
H  -0.777  3.010  -2.263  0.0016
N  1.909  1.172  0.121  0.0005
C  2.451  0.747  1.437  0.0072
C  2.026  -0.690  1.584  -0.0307
O  2.745  -1.613  1.860  0.1082
N  0.658  -0.799  1.247  0.2908
C  0.206  -2.098  1.021  0.0538
C  0.387  -2.249  -0.613  0.0266
O  0.680  -3.325  -1.019  0.0834
O  0.122  -1.128  -1.166  0.0308
H  2.387  0.676  -0.627  0.0040
H  2.090  2.160  -0.016  0.0003
H  1.966  1.352  2.204  -0.0080
H  3.530  0.842  1.535  0.0003
H  -0.871  -2.203  1.112  0.0004
H  0.777  -2.890  1.489  0.0050

3.
ORCA calculation (ωB97M-V/def2-TZVPD) on C16H24N2O4 in the gas phase.

* multiplicity: 1
* largest force on an atom: 0.0148 Eh/bohr
* SMILES string: CCCCCCCCOC(=O)/C=C/c1c(C)[nH]c(=O)[nH]c1=O
* energy above the lowest of the compared OMol25 structures with the same formula, charge and spin: 3.7 kcal per mole
* gap between HOMO and LUMO: 8.7 eV
* HOMO energy: -0.3219 Ha

Each line ends with the Löwdin charge.
Atoms and positions in Å:
C  1.221  2.728  1.230  -0.1143
C  1.314  1.979  -0.094  -0.2648
C  0.581  2.727  -1.206  -0.2236
C  0.683  2.050  -2.574  -0.2136
C  0.026  0.672  -2.586  -0.2201
C  -0.124  0.096  -3.995  -0.1955
C  -0.458  -1.398  -4.001  -0.1745
C  -1.838  -1.743  -3.437  -0.1609
O  -2.001  -1.336  -2.083  -0.0214
C  -1.291  -1.979  -1.148  -0.5070
O  -0.653  -2.988  -1.350  0.0984
C  -1.362  -1.262  0.135  0.0275
C  -0.546  -1.620  1.134  -0.0064
C  -0.389  -0.962  2.413  -0.0896
C  0.413  -1.500  3.384  -0.2088
C  1.131  -2.802  3.242  -0.0002
N  0.593  -0.853  4.571  0.1715
C  0.028  0.363  4.904  -0.5116
O  0.230  0.898  5.965  0.0941
N  -0.769  0.873  3.918  0.2156
C  -1.059  0.315  2.672  -0.4033
O  -1.807  0.911  1.932  0.0832
H  0.179  2.838  1.521  0.0605
H  1.660  3.719  1.143  0.0710
H  1.745  2.189  2.018  0.0646
H  2.364  1.851  -0.371  0.1122
H  0.874  0.988  0.032  0.0866
H  -0.472  2.818  -0.930  0.1158
H  0.993  3.737  -1.281  0.1099
H  1.733  1.960  -2.862  0.1130
H  0.190  2.685  -3.314  0.1113
H  -0.956  0.755  -2.121  0.1137
H  0.625  -0.019  -1.988  0.1147
H  0.818  0.230  -4.534  0.1124
H  -0.896  0.646  -4.537  0.1160
H  -0.429  -1.771  -5.027  0.1148
H  0.295  -1.941  -3.426  0.1094
H  -1.997  -2.825  -3.508  0.1266
H  -2.626  -1.217  -3.981  0.1300
H  -2.030  -0.420  0.188  0.1087
H  0.085  -2.481  0.955  0.1130
H  1.861  -2.748  2.435  0.1010
H  1.653  -3.059  4.161  0.0828
H  0.432  -3.601  3.005  0.1005
H  1.185  -1.265  5.281  0.1629
H  -1.213  1.763  4.114  0.1739

4.
ORCA calculation (ωB97M-V/def2-TZVPD) on a molecular structure, C16H24N7OS2Tc.

* multiplicity: 4
* largest force on an atom: 0.0039 Eh/bohr
* total charge: +3
* energy above the lowest of the compared OMol25 structures with the same formula, charge and spin: 2.2 kcal per mole
* gap between HOMO and LUMO (spin up / spin down): 7.6 / 7.2 eV
* HOMO energy (spin up / spin down): -0.6533 / -0.6626 Ha

Each line ends with the Mulliken spin population.
Atoms and positions in Å:
Tc  -0.515  -0.697  0.746  3.0514
N  4.521  1.006  0.377  0.0104
N  3.480  0.121  0.327  0.0130
N  3.593  -1.037  -0.290  -0.0074
C  2.364  -1.504  -0.223  0.0236
N  1.565  -0.642  0.428  -0.0777
N  2.307  0.410  0.771  0.0103
H  5.396  0.487  0.385  0.0003
H  4.429  1.606  1.191  0.0001
H  2.059  -2.453  -0.632  -0.0022
C  -0.292  0.212  2.624  -0.1621
C  -0.595  -1.135  3.087  -0.0640
C  -1.848  -1.447  3.666  0.0154
C  -2.171  -2.749  3.959  -0.0065
C  -1.292  -3.792  3.622  -0.0118
C  -0.067  -3.518  3.043  0.0265
C  0.300  -2.193  2.797  -0.0003
H  0.730  0.576  2.691  0.0178
H  -1.036  0.976  2.834  0.0083
H  -2.521  -0.640  3.931  0.0030
H  -3.100  -2.975  4.468  -0.0005
H  -1.560  -4.815  3.853  -0.0008
H  0.630  -4.319  2.838  -0.0003
H  1.320  -1.973  2.509  0.0007
C  -4.704  -2.372  0.920  0.0039
S  -3.889  -0.808  1.128  0.0178
C  -4.609  0.118  -0.207  0.0057
O  -2.436  -1.138  0.636  0.0540
H  -4.590  -2.711  -0.108  -0.0010
H  -5.755  -2.217  1.172  0.0003
H  -4.261  -3.073  1.625  -0.0010
H  -5.658  0.264  0.059  0.0018
H  -4.515  -0.432  -1.141  -0.0005
H  -4.116  1.087  -0.251  0.0012
C  0.572  4.655  -3.829  -0.0002
C  0.992  3.333  -3.294  -0.0002
C  2.183  2.703  -3.560  0.0073
C  2.452  1.468  -2.968  -0.0042
N  1.562  0.872  -2.142  0.0090
C  0.423  1.472  -1.925  0.0026
S  -0.933  0.772  -1.035  0.0425
N  0.137  2.681  -2.464  0.0097
C  3.730  0.762  -3.249  0.0008
H  1.266  4.994  -4.594  0.0000
H  0.556  5.396  -3.026  0.0000
H  -0.428  4.601  -4.261  -0.0001
H  2.899  3.163  -4.226  0.0005
H  -0.758  3.109  -2.253  0.0036
H  3.850  0.638  -4.327  -0.0003
H  3.762  -0.211  -2.772  -0.0002
H  4.573  1.369  -2.911  -0.0005